(1)
{
  "formula": "ClZn2",
  "method": "ωB97M-V with the def2-TZVPD basis set",
  "multiplicity": 1,
  "relative_energy_kcal_mol": 65.6,
  "e_lumo_ev": -18.30,
  "total_charge": 3,
  "symbols": ["Zn", "Zn", "Cl"],
  "positions_angstrom": [[3.36536, -1.31327, -1.19841], [-3.36057, 1.09521, 0.61503], [-0.00478, 0.21807, 0.58338]],
  "forces_ev_per_a": [[-0.180, 0.085, 0.106], [1.171, -0.302, 0.000], [-0.991, 0.217, -0.106]],
  "nbo_charge": [1.67, 1.63, -0.30]
}

---

(2)
{
  "formula": "C33H34MgN3PS",
  "method": "ωB97M-V with the def2-TZVPD basis set",
  "multiplicity": 1,
  "e_lumo_ev": 0.60,
  "symbols": ["Mg", "C", "C", "C", "C", "C", "C", "C", "C", "C", "C", "H", "H", "H", "H", "H", "H", "H", "H", "H", "H", "H", "H", "H", "H", "N", "P", "C", "C", "C", "C", "C", "C", "C", "C", "C", "C", "C", "C", "C", "C", "C", "C", "C", "C", "H", "H", "H", "H", "H", "H", "H", "H", "H", "H", "H", "H", "H", "H", "H", "C", "C", "C", "C", "N", "C", "S", "N", "H", "H", "H", "H", "H"],
  "positions_angstrom": [[1.14989, -0.14103, 0.87161], [4.59057, -0.77581, -0.08433], [4.66560, -1.78074, 1.07571], [5.11249, -1.06748, 2.34892], [3.33367, -2.49509, 1.20783], [2.93384, -3.38146, 0.20593], [1.69030, -3.98279, 0.23511], [0.78960, -3.72474, 1.26665], [-0.57502, -4.35516, 1.25744], [1.19752, -2.87969, 2.28692], [2.45349, -2.27160, 2.26170], [5.53443, -0.24020, -0.19413], [3.79871, -0.04362, 0.10991], [4.36181, -1.27370, -1.02632], [5.41925, -2.53339, 0.82205], [4.41412, -0.27157, 2.61861], [6.09401, -0.61762, 2.19528], [5.19028, -1.76243, 3.18651], [3.60965, -3.60117, -0.61333], [1.40013, -4.65566, -0.56376], [-0.50526, -5.43400, 1.40923], [-1.06072, -4.17786, 0.29659], [-1.20732, -3.93796, 2.04025], [0.53561, -2.68764, 3.12454], [2.73817, -1.63783, 3.09011], [0.18907, -0.93922, -0.56907], [-1.13146, -0.24032, -0.94056], [-1.94551, 0.85088, 0.29671], [-2.02212, 0.31812, 1.58617], [-2.52917, 1.06673, 2.63560], [-2.95722, 2.36604, 2.40405], [-2.90972, 2.89536, 1.12326], [-2.41144, 2.14115, 0.06985], [-2.50853, -1.38323, -1.32762], [-3.82000, -1.20817, -0.89969], [-4.80699, -2.09683, -1.30632], [-4.48802, -3.15481, -2.14355], [-3.17751, -3.33988, -2.56603], [-2.19101, -2.45826, -2.15604], [-1.09688, 0.73684, -2.49487], [0.15007, 0.93236, -3.07876], [0.26037, 1.58005, -4.30146], [-0.88279, 2.02351, -4.95015], [-2.13209, 1.82103, -4.37801], [-2.24236, 1.17235, -3.15793], [-1.68545, -0.70117, 1.75227], [-2.57455, 0.65453, 3.63469], [-3.31697, 2.97148, 3.22645], [-3.24772, 3.90856, 0.94110], [-2.38596, 2.55893, -0.92884], [-4.06913, -0.37673, -0.25142], [-5.82694, -1.96320, -0.96764], [-5.26216, -3.83684, -2.47249], [-2.93075, -4.17101, -3.21485], [-1.15792, -2.58257, -2.46192], [1.01770, 0.54204, -2.55733], [1.23146, 1.72873, -4.75720], [-0.80389, 2.51908, -5.90969], [-3.02251, 2.15915, -4.89342], [-3.21921, 0.99449, -2.72303], [0.73718, 5.82277, 2.28522], [0.87579, 4.45046, 1.70255], [0.84323, 4.24782, 0.31661], [1.04056, 2.96260, -0.12519], [1.24992, 1.95055, 0.71633], [1.20420, 2.20957, 2.04957], [1.39325, 0.87009, 3.08413], [1.04563, 3.44687, 2.54870], [1.63243, 6.40585, 2.06049], [0.62778, 5.75359, 3.36436], [-0.12024, 6.34560, 1.85913], [0.66362, 5.06076, -0.37209], [1.04912, 2.71457, -1.18107]],
  "forces_ev_per_a": [[0.221, -0.384, 0.236], [0.009, -0.233, 0.076], [-0.002, 0.143, 0.043], [0.004, -0.121, -0.053], [0.074, 0.083, -0.098], [-0.136, -0.079, -0.018], [0.081, 0.022, 0.007], [-0.050, -0.054, 0.049], [0.070, 0.071, -0.037], [-0.039, -0.034, -0.034], [0.011, -0.011, 0.038], [-0.033, 0.059, -0.007], [0.069, 0.113, -0.014], [-0.039, 0.035, -0.022], [-0.009, 0.002, -0.028], [0.023, 0.013, 0.028], [-0.009, 0.026, 0.008], [-0.031, 0.034, 0.028], [0.005, 0.042, -0.010], [0.002, 0.028, -0.014], [-0.033, -0.004, -0.001], [-0.038, 0.005, 0.007], [-0.011, -0.020, 0.014], [-0.019, 0.021, -0.018], [0.035, -0.003, -0.036], [-0.177, 0.249, 0.026], [-0.638, -0.240, -0.319], [0.319, -0.128, 0.080], [-0.032, 0.004, -0.053], [0.014, 0.053, 0.000], [-0.009, 0.057, 0.053], [0.010, 0.097, -0.041], [0.043, -0.034, -0.040], [0.149, 0.012, -0.038], [0.072, -0.015, -0.051], [-0.060, -0.030, 0.007], [-0.059, -0.021, -0.012], [0.056, -0.016, -0.007], [-0.024, -0.008, 0.055], [0.122, -0.129, 0.105], [-0.049, 0.028, 0.057], [-0.005, 0.029, -0.038], [0.029, 0.031, -0.020], [-0.078, 0.020, -0.010], [0.082, 0.049, 0.026], [0.024, 0.026, 0.061], [0.034, -0.041, -0.006], [-0.040, -0.021, -0.014], [-0.016, -0.018, 0.018], [0.072, 0.050, 0.030], [-0.050, -0.037, -0.010], [0.004, 0.009, -0.012], [0.004, -0.010, 0.030], [0.007, 0.007, -0.003], [-0.021, -0.068, -0.034], [0.025, -0.013, -0.051], [0.005, -0.017, 0.016], [0.003, 0.003, 0.008], [0.002, -0.006, 0.008], [-0.016, -0.017, -0.032], [0.004, -0.016, 0.048], [-0.013, -0.087, -0.145], [-0.062, -0.034, 0.035], [0.112, 0.070, -0.110], [-0.075, 0.154, 0.160], [0.134, 0.867, -0.314], [0.012, -0.570, 0.316], [-0.057, -0.035, 0.101], [-0.023, 0.037, -0.008], [-0.012, 0.004, -0.008], [0.026, -0.002, -0.015], [0.045, -0.008, -0.006], [-0.047, 0.014, 0.012]],
  "lowdin_charge": [0.46, -0.05, -0.38, -0.07, -0.22, -0.03, -0.04, -0.29, -0.04, -0.07, -0.11, 0.08, 0.07, 0.08, 0.14, 0.06, 0.08, 0.09, 0.12, 0.12, 0.08, 0.07, 0.08, 0.12, 0.07, -0.31, 0.68, -0.31, -0.12, -0.07, -0.08, -0.08, -0.08, -0.28, -0.08, -0.08, -0.09, -0.09, -0.09, -0.28, -0.10, -0.08, -0.09, -0.08, -0.09, 0.10, 0.11, 0.10, 0.10, 0.10, 0.10, 0.10, 0.10, 0.10, 0.10, 0.09, 0.10, 0.10, 0.10, 0.11, -0.03, -0.33, -0.02, -0.11, -0.04, -0.84, 0.65, 0.11, 0.09, 0.08, 0.08, 0.11, 0.11]
}

---

(3)
{
  "formula": "C19H31AlCl5F2KN3O11PS",
  "method": "ωB97M-V with the def2-TZVPD basis set",
  "multiplicity": 1,
  "e_lumo_ev": -5.24,
  "symbols": ["C", "C", "C", "N", "C", "N", "C", "P", "O", "O", "O", "H", "H", "H", "H", "H", "H", "H", "H", "Cl", "C", "C", "Cl", "H", "H", "H", "H", "Cl", "C", "C", "Cl", "H", "H", "H", "H", "F", "K", "C", "O", "C", "C", "O", "C", "H", "H", "H", "H", "H", "H", "H", "H", "H", "H", "O", "S", "O", "O", "O", "Al", "F", "C", "C", "C", "C", "C", "C", "N", "O", "O", "H", "H", "H", "H", "H", "Cl"],
  "positions_angstrom": [[-1.23484, -0.47154, 1.68258], [-0.80695, 0.09984, 0.55663], [0.58711, 0.16362, -0.04658], [1.30851, -0.79968, -0.87663], [2.47830, -0.24522, -1.19784], [2.57792, 0.94533, -0.67077], [1.43185, 1.20764, 0.03807], [1.18286, 2.78147, 0.88474], [1.30826, 2.56835, 2.33378], [2.26884, 3.73006, 0.33596], [-0.27769, 3.13080, 0.43206], [-2.29334, -0.43444, 1.87153], [-0.64225, -0.93115, 2.48278], [-1.56093, 0.62006, -0.01366], [0.96906, -1.70309, -1.17774], [3.22996, -0.68475, -1.82150], [3.35035, 1.59763, -0.79609], [2.46400, 3.66868, -0.67825], [-0.30966, 4.07817, 0.24671], [5.30779, -2.35206, 1.35643], [6.58389, -2.93897, 0.23849], [6.76549, -2.07433, -0.96923], [5.30268, -2.19937, -2.11847], [6.33126, -3.96774, -0.01992], [7.51315, -2.94307, 0.80294], [7.62774, -2.38731, -1.54810], [6.92407, -0.98635, -0.75936], [-3.96965, 6.49094, -2.32254], [-3.51158, 5.53352, -0.89647], [-2.29536, 6.08142, -0.20224], [-0.81666, 5.85852, -1.17013], [-3.35317, 4.50619, -1.21599], [-4.35864, 5.55456, -0.21047], [-2.13832, 5.54221, 0.73507], [-2.39614, 7.13985, 0.02770], [0.17746, 7.46971, -2.54101], [1.06011, -2.06174, 1.32648], [-7.99528, 1.69656, 2.40732], [-6.65276, 1.27202, 2.67846], [-5.79600, 1.40596, 1.57125], [-4.95198, 2.65885, 1.67100], [-5.75013, 3.82376, 1.58376], [-6.01375, 4.40575, 2.85236], [-8.50536, 1.79794, 3.35762], [-8.03025, 2.67178, 1.88298], [-8.51135, 0.94435, 1.80238], [-6.35852, 1.40427, 0.63239], [-5.13156, 0.52934, 1.57078], [-4.25027, 2.68297, 0.82634], [-4.36360, 2.65696, 2.59548], [-5.12745, 4.94137, 3.21536], [-6.31167, 3.65517, 3.58575], [-6.83082, 5.11202, 2.72548], [1.88717, 2.89504, -3.76873], [1.88289, 3.54558, -2.46377], [0.79636, 2.99985, -1.64341], [1.70368, 5.01305, -2.63916], [3.16121, 3.29375, -1.71473], [5.49445, -4.28710, -3.50893], [8.30931, -0.29029, -1.15749], [3.41281, -9.68274, -0.90260], [4.26126, -8.74923, -1.48542], [3.87591, -7.42431, -1.57182], [2.64174, -7.05063, -1.06714], [1.78148, -7.96838, -0.48918], [2.17478, -9.29311, -0.40962], [2.23039, -5.64721, -1.13138], [2.97913, -4.83567, -1.65994], [1.15561, -5.35161, -0.64563], [3.71902, -10.71729, -0.83210], [5.22368, -9.05622, -1.86929], [4.53420, -6.69919, -2.02384], [0.82043, -7.66288, -0.10481], [1.51616, -10.02197, 0.04012], [-9.76637, 3.74376, 1.99125]],
  "forces_ev_per_a": [[0.287, 0.142, -0.085], [0.632, -0.652, -0.618], [0.166, -0.413, -0.118], [-1.220, 1.141, 0.654], [0.361, -0.217, -0.666], [-0.444, -1.160, 0.574], [-0.153, 0.719, 0.125], [1.228, 0.959, 1.377], [-0.219, -0.670, 0.056], [-1.341, 0.004, 2.263], [-0.822, 0.184, 1.114], [-0.161, 0.128, 0.282], [-0.264, 0.316, -0.312], [-0.023, 0.046, -0.352], [0.102, 0.311, -0.595], [0.055, -0.188, -0.097], [-0.033, 0.608, -0.421], [1.514, 0.145, 0.964], [-0.242, 0.219, -0.559], [-0.147, 0.017, -0.090], [-0.213, -0.380, -0.240], [0.202, -0.152, 0.968], [-0.360, -0.458, -0.432], [-0.044, -0.025, 0.167], [0.062, 0.178, -0.056], [-0.053, 0.152, -0.204], [0.493, 0.149, -0.601], [0.087, -0.009, -0.005], [-0.280, -0.043, 0.038], [-0.159, 0.043, 0.047], [0.488, 0.552, -0.526], [0.039, 0.013, -0.057], [0.018, -0.024, 0.033], [0.062, 0.013, 0.019], [0.064, 0.045, -0.081], [-0.415, -0.514, 0.525], [0.694, -1.117, 1.129], [0.613, -0.519, 0.125], [-0.202, 0.075, -0.052], [0.131, -0.247, 0.208], [0.003, 0.233, -0.356], [0.195, -0.105, 0.140], [-0.061, 0.205, -0.011], [0.055, -0.019, 0.064], [0.214, -0.368, 0.103], [-0.013, 0.106, -0.102], [-0.019, 0.052, -0.004], [0.030, 0.044, -0.072], [0.017, -0.054, 0.018], [-0.048, -0.039, 0.026], [-0.010, -0.052, 0.040], [-0.006, -0.012, -0.013], [-0.025, -0.026, -0.048], [0.392, 0.030, 0.109], [-0.626, 0.502, -3.258], [-0.125, -0.351, -0.649], [-0.056, -0.704, 0.309], [0.319, -0.146, -1.167], [-0.021, 0.402, 0.228], [-0.111, 0.027, 0.227], [-0.012, 0.028, -0.001], [-0.052, -0.068, 0.035], [0.121, 0.023, -0.050], [0.046, -0.120, -0.017], [-0.180, -0.057, 0.106], [0.115, -0.013, -0.045], [-0.009, -0.133, -0.033], [-0.006, 0.027, 0.022], [0.120, 0.302, 0.044], [0.003, -0.012, -0.008], [0.012, 0.009, -0.012], [-0.037, 0.066, 0.028], [0.010, 0.095, -0.029], [-0.025, 0.005, 0.006], [-0.710, 0.752, -0.133]],
  "lowdin_charge": [0.00, -0.09, -0.24, 0.05, -0.06, 0.19, -0.17, 0.38, -0.27, -0.13, -0.14, 0.07, 0.03, 0.12, 0.15, 0.10, 0.17, -0.07, 0.01, 0.54, -0.62, -0.54, 0.47, 0.06, 0.09, 0.07, 0.04, 0.58, -0.66, -0.57, 0.87, 0.07, 0.07, 0.08, 0.09, -0.39, 0.95, -0.23, -0.19, -0.22, -0.22, -0.20, -0.10, 0.06, -0.07, 0.09, 0.13, 0.11, 0.11, 0.13, 0.09, 0.09, 0.08, -0.27, 0.32, -0.36, -0.24, -0.31, 0.76, -0.64, -0.04, -0.05, -0.01, -0.15, 0.01, -0.04, -0.33, -0.03, 0.08, 0.12, 0.12, 0.05, 0.12, 0.12, -0.15]
}

---

no.,largest force on an atom (eV/Å)
1,1.2
2,0.9
3,3.4